1.
A molecular structure, C30H46CuN3O5PS in a non-equilibrium geometry, computed with ωB97M-V with the def2-TZVPD basis set.

Geometry as XYZ:
```
87
Properties=species:S:1:pos:R:3:forces:R:3:mulliken_spin:R:1
Cu -1.28768 0.70804 2.13023 -0.1 0.8 -0.8 0.7487
C 0.34807 -7.11567 1.22076 0.4 0.3 -0.3 0.0003
C 0.36069 -5.74727 1.85853 -0.3 0.5 -0.1 -0.0006
C 0.43169 -4.61934 1.03885 0.1 0.6 1.5 0.0011
C 0.32988 -3.32260 1.57370 -0.6 -0.6 0.1 -0.0128
C 0.07028 -3.19996 2.92245 0.5 0.7 0.8 0.0091
C 0.08047 -4.29977 3.76873 -0.3 0.2 -0.1 0.0017
C 0.20345 -5.55279 3.23716 0.4 -1.6 -0.2 0.0003
S -0.15615 -1.56958 3.67342 0.2 1.0 -0.7 -0.0005
O 0.96813 -0.68062 3.36807 -0.8 -0.8 -0.2 0.0082
O -0.38697 -1.80212 5.07389 -0.4 -0.3 -0.1 0.0148
N -1.42191 -0.91824 2.87769 0.7 -2.8 1.7 0.0943
C -2.68358 -1.67510 2.80266 0.3 0.5 -1.1 -0.0019
C -3.58578 -0.90831 1.81067 1.2 0.2 1.4 -0.0073
O -4.59379 -1.41147 1.43104 -1.8 -0.8 -0.8 0.0087
O -3.15358 0.26561 1.46948 0.5 1.1 -0.2 0.1087
H -0.67363 -7.52947 1.25834 0.7 -0.3 0.3 0.0000
H 1.17496 -7.73655 1.58440 -0.7 -0.3 0.6 0.0000
H 0.60979 -7.05309 0.16873 -0.2 0.3 -0.3 0.0000
H 0.61015 -4.79943 0.02105 0.1 0.1 -1.4 0.0002
H 0.33284 -2.38966 1.02242 0.1 -0.4 -0.2 0.0010
H -0.03587 -4.19943 4.82847 -0.1 0.3 0.3 -0.0004
H 0.21976 -6.43603 3.90432 -0.1 0.6 -0.4 0.0000
H -3.19244 -1.87281 3.74087 0.0 0.5 0.4 0.0041
H -2.61110 -2.66527 2.34665 0.5 -0.1 -0.1 0.0026
N -2.95874 2.94914 1.94454 0.6 -2.7 -0.4 -0.0076
C -3.04544 4.22723 1.67604 0.2 0.6 0.0 0.0039
C -1.79260 4.79858 1.77608 0.2 0.7 0.3 -0.0001
C -0.95208 3.72687 2.10935 -0.6 -0.7 0.0 -0.0087
N -1.67713 2.61478 2.18773 0.0 0.3 -0.2 0.0711
H -3.52282 2.10317 1.65039 0.1 1.0 0.6 -0.0034
H -4.00902 4.57943 1.49366 -1.1 1.1 -0.5 0.0000
H -1.57476 5.86471 1.71634 0.1 -0.5 -0.1 0.0000
H 0.09575 3.56274 2.27504 0.3 0.6 0.0 0.0014
O 0.35189 1.15141 0.81817 -0.8 -0.3 0.6 -0.0548
P 0.77703 0.88707 -0.59819 0.7 0.5 -0.6 0.0246
C 2.60426 1.03515 -0.69987 -0.3 0.9 0.8 0.0028
C 3.33463 0.09007 0.25296 1.3 0.4 0.4 0.0009
C 3.33638 0.60454 1.73026 0.5 -1.1 -1.3 0.0022
C 3.76682 2.07485 1.79176 -1.5 1.0 2.2 0.0002
C 3.07211 3.05153 0.83403 -1.7 0.0 0.3 -0.0001
C 3.12213 2.48914 -0.56904 0.2 -1.0 -0.3 0.0001
C 0.43679 -0.82802 -1.12226 -0.9 -0.1 -0.2 -0.0093
C -1.08018 -1.19498 -1.03965 0.3 -0.2 0.6 0.0032
C -1.77397 -1.27126 -2.37338 0.6 -2.2 1.0 -0.0001
C -1.07054 -2.25981 -3.30489 -0.8 -0.7 0.2 -0.0001
C 0.26103 -1.67835 -3.59385 2.2 1.7 -1.4 0.0000
C 1.15237 -1.43670 -2.36044 -1.0 -1.5 0.9 -0.0005
C 0.04279 2.19760 -1.69301 0.7 -0.5 0.0 0.0048
C 0.27379 1.97871 -3.20976 0.1 0.3 1.3 0.0013
C -0.13415 3.21688 -4.06887 0.7 -0.9 1.1 -0.0002
C -1.07725 4.06712 -3.25707 -0.5 2.0 1.0 -0.0003
C -2.09835 3.23891 -2.45985 -0.6 0.4 -0.1 -0.0004
C -1.42849 2.40397 -1.37848 0.4 -0.4 1.0 -0.0010
H 2.87906 0.72867 -1.67186 0.1 -0.4 -1.4 -0.0013
H 4.41113 -0.01204 -0.04484 -0.8 0.3 -0.2 -0.0001
H 2.91226 -0.89075 0.07185 0.0 -0.5 0.7 0.0002
H 4.04549 -0.03232 2.33497 -0.8 0.7 -0.5 0.0000
H 2.32681 0.39934 2.04439 -0.2 0.5 0.8 0.0011
H 4.82530 2.19045 1.64538 0.7 -0.1 0.2 -0.0001
H 3.46359 2.43372 2.84996 1.0 -0.5 -1.4 0.0001
H 3.47969 4.07250 0.82913 0.4 -0.4 0.2 0.0000
H 2.00513 3.21293 1.19571 1.0 -0.4 -0.7 -0.0010
H 4.17770 2.36066 -0.86056 -0.1 0.5 0.0 0.0000
H 2.62892 3.08585 -1.32723 0.1 0.4 -0.1 0.0000
H 0.80092 -1.35339 -0.25218 0.7 0.2 0.3 0.0047
H -1.59881 -0.48001 -0.38677 0.1 -0.2 0.0 -0.0058
H -1.19402 -2.19752 -0.54846 0.2 0.8 -0.3 -0.0030
H -1.75738 -0.34110 -2.83455 -0.3 1.8 -1.0 0.0000
H -2.76493 -1.57568 -2.14674 -1.2 -0.1 -0.1 0.0000
H -1.67163 -2.36980 -4.22008 0.3 0.0 0.1 0.0000
H -0.92397 -3.31729 -2.89560 -0.4 1.4 -0.1 0.0001
H 0.26066 -0.64932 -4.11885 -0.7 -1.6 0.5 0.0000
H 0.81444 -2.31018 -4.31023 0.0 0.1 0.3 0.0000
H 2.03376 -0.92891 -2.63650 0.9 1.0 -0.4 -0.0002
H 1.56149 -2.39564 -1.99695 -0.3 0.0 -0.2 0.0001
H 0.59677 3.09159 -1.38554 0.0 0.0 0.1 0.0008
H -0.32049 1.13117 -3.43224 -0.8 -0.8 -0.6 -0.0006
H 1.29185 1.60323 -3.27229 0.4 0.4 -0.8 0.0001
H -0.54155 2.88157 -5.02087 0.1 0.2 -0.1 0.0000
H 0.74801 3.82758 -4.17812 0.4 0.1 -0.7 0.0000
H -1.49770 4.92799 -3.87277 0.2 -1.3 0.7 -0.0001
H -0.45912 4.59193 -2.47143 -0.5 -0.3 -0.8 0.0002
H -2.61929 2.56874 -3.15681 0.0 0.1 0.1 0.0001
H -2.86508 3.80648 -1.90799 0.2 0.3 -0.8 0.0002
H -1.94696 1.45530 -1.36195 -0.1 -0.5 0.1 -0.0018
H -1.49194 2.77069 -0.32037 -0.2 0.2 -1.1 -0.0039
```
Forces are in eV/Å.

Properties
- HOMO (spin up / spin down) (eV) = -8.676 / -8.605
- calculated total energy (Eh) = -4091.2476
- orbital gap (spin up / spin down) (eV) = 9.14 / 7.89
- 2S+1 = 2
- max |F| (eV Å⁻¹) = 3.3

=====

2.
A molecular structure, C30H46O2P2Zr in a non-equilibrium geometry, computed with ωB97M-V with the def2-TZVPD basis set.

Geometry as XYZ:
```
81
Properties=species:S:1:pos:R:3:forces:R:3:mulliken_charge:R:1
Zr 0.21063 0.36281 -0.99206 -0.4 -0.4 6.3 -0.0667
C -0.89035 -1.65925 0.65646 1.0 0.1 -0.6 1.7018
C 0.35955 -1.86094 -0.05103 -0.4 0.8 0.2 0.0575
C 0.77481 -0.73260 1.95113 -1.0 0.0 -0.2 0.6004
C -0.61863 -0.94348 1.85226 1.0 0.1 0.0 0.2813
C 1.39509 -1.25862 0.78487 -0.5 0.0 -1.0 1.1425
C -2.19262 -2.30341 0.36049 -0.6 -0.1 -0.1 -2.0263
H -2.13530 -2.93445 -0.53137 -0.1 0.1 0.2 0.4168
H -2.99239 -1.55840 0.22017 0.2 -0.3 0.1 0.4221
H -2.49150 -2.95245 1.20165 0.1 0.2 -0.3 0.4728
C -1.60980 -0.55829 2.88481 -0.4 0.3 0.2 -1.1643
H -2.63281 -0.73144 2.53541 0.1 0.0 0.1 0.3662
H -1.51893 0.51199 3.11981 0.0 -0.3 0.1 0.0221
H -1.47458 -1.10481 3.83090 0.1 0.1 -0.3 0.4031
C 1.47009 -0.16130 3.12859 0.3 0.4 0.1 -1.4255
H 1.19732 -0.67445 4.06203 0.0 0.0 -0.3 0.3373
H 1.20539 0.89600 3.25684 0.0 -0.4 0.1 -0.0030
H 2.55651 -0.21684 3.01159 -0.2 0.0 0.1 0.4207
C 2.85669 -1.46545 0.62708 0.6 0.0 0.0 -1.9387
H 3.18641 -2.31126 1.24994 0.0 0.1 -0.2 0.3800
H 3.42271 -0.58121 0.94985 -0.1 -0.3 0.0 0.5015
H 3.14073 -1.68534 -0.40740 -0.1 -0.1 0.2 0.2483
C 0.62536 -2.93097 -1.05857 0.3 -0.7 -0.1 -1.4037
H 1.07118 -3.79104 -0.52963 -0.1 0.1 -0.4 0.4371
H 1.33568 -2.63961 -1.85083 -0.1 -0.1 0.2 0.1129
H -0.28967 -3.28989 -1.54556 0.3 0.1 0.1 0.4628
C -1.32967 1.85453 -5.00812 -2.1 -0.2 -1.1 -0.4613
C -1.81138 0.59786 -5.10871 -0.9 1.3 -1.9 -0.5089
C -1.26176 -0.40102 -6.09201 -0.6 -0.1 -0.4 -1.3390
C 0.26761 -0.33320 -6.35478 -0.6 0.0 -0.4 -1.2884
C 1.10088 0.08469 -5.18076 0.7 -0.2 -0.2 -0.2701
C 1.53688 1.34576 -4.95384 0.7 0.0 -1.2 -0.2781
C 0.99924 2.53440 -5.70268 -0.3 0.6 -0.6 -1.3254
C -0.52412 2.50716 -6.05616 1.6 0.1 -0.4 -1.4291
H -1.82286 -0.26510 -7.04202 0.5 -0.2 0.3 0.3701
H 0.44450 0.32590 -7.21762 0.2 -0.2 0.4 0.4068
H -1.50462 -1.42385 -5.76794 -0.1 0.4 -0.2 0.4067
H -0.65432 1.99314 -7.01672 -0.1 0.3 0.3 0.3336
H -1.67182 2.57085 -4.26274 -0.6 -0.3 -0.4 0.8006
H -2.81422 0.33940 -4.72523 1.0 0.1 0.3 1.1128
H -0.88086 3.55002 -6.18013 0.2 -0.6 0.0 0.5457
H 1.18605 3.45989 -5.13919 0.1 -0.2 0.0 0.2310
H 2.55495 1.53729 -4.58148 -0.7 -0.4 0.3 1.6091
H 1.57275 2.65221 -6.64838 -0.1 0.0 0.5 0.3687
H 0.59251 -1.34674 -6.66055 -0.1 0.5 0.2 0.4924
H 1.47377 -0.76041 -4.59549 0.2 0.3 -0.2 0.2785
P -2.17602 0.27400 -2.29115 1.0 -0.2 0.2 1.1366
C -3.51464 1.50702 -2.48881 -0.7 -0.2 0.5 -1.0816
C -2.14625 -1.42994 -3.13257 -0.3 0.1 0.6 -0.6572
P 2.24167 1.34202 -2.23939 -0.3 -0.8 0.4 0.8505
C -0.71961 1.11772 -2.79353 0.8 0.1 -0.8 -1.2339
C 3.30698 -0.04346 -2.82200 0.3 0.2 -0.3 -1.1742
C 2.76556 3.06674 -2.48864 0.2 0.3 0.2 -0.8169
H -3.37987 2.19640 -1.63651 -0.1 -0.3 -0.2 0.2608
H -4.48885 1.00299 -2.38456 0.3 0.2 0.0 0.4332
H -3.49841 2.08139 -3.42486 0.2 -0.5 0.2 0.4202
H -1.37068 -1.59464 -3.90761 -0.4 0.6 0.6 0.0391
H -3.13722 -1.65872 -3.57063 0.5 0.1 0.2 0.5713
H -1.95017 -2.13843 -2.30803 -0.3 0.3 -0.5 -0.1631
H 2.40620 3.40789 -3.46675 0.2 -0.1 0.2 0.2319
H 3.84591 3.24220 -2.40648 -0.2 -0.2 -0.1 0.4058
H 2.25753 3.68524 -1.73255 0.2 -0.3 -0.1 0.3408
H -0.54006 2.22233 -2.71682 -0.6 -1.2 -0.3 0.5163
H -0.07109 0.57041 -3.50470 -0.6 0.7 0.3 0.6272
H 4.04946 -0.30310 -2.05051 -0.1 0.2 -0.3 0.4329
H 3.79793 0.17091 -3.78594 0.0 -0.1 0.5 0.4803
H 2.67257 -0.93963 -2.98301 0.2 0.5 0.3 0.2211
O -2.41837 2.78343 0.45621 1.1 -1.1 -0.3 -0.6481
C -1.37432 2.42873 0.97997 -0.8 1.8 0.7 0.3637
O -0.40698 1.73505 0.36046 0.2 -0.4 -1.2 -0.4737
C -1.09422 2.86068 2.40862 0.7 0.0 0.2 -0.1169
C -2.17697 3.16841 3.24454 -0.3 0.0 0.0 -0.4226
C -1.99814 3.37999 4.61721 0.1 0.0 -0.4 -0.5012
C -0.70907 3.34809 5.16110 -0.3 -0.1 0.0 -0.4922
C 0.38482 3.15761 4.31846 0.2 0.1 -0.3 -0.2324
C 0.20737 2.95765 2.94037 -0.5 -0.1 0.2 -0.2295
H -3.16604 3.27922 2.78757 0.3 -0.3 0.3 0.4192
H -2.87100 3.55930 5.25106 0.4 0.0 -0.2 0.4091
H -0.57286 3.49433 6.23941 0.0 -0.1 -0.5 0.4033
H 1.39435 3.15224 4.74222 -0.4 0.2 -0.2 0.4433
H 1.06681 2.91636 2.27142 -0.1 -0.3 0.2 0.4222
```
Forces are in eV/Å.

Properties
- HOMO (spin up / spin down) (eV) = -13.330 / -13.218
- calculated total energy (Eh) = -2050.2265
- orbital gap (spin up / spin down) (eV) = 4.62 / 4.48
- charge = +2
- max |F| (eV Å⁻¹) = 6.3

=====

> Among the records above, which one has the highest max |F|?

C30H46O2P2Zr

=====

> max |F| of number 1 (C30H46CuN3O5PS)?

3.3 eV Å⁻¹